1.
Formula: C5H10ClNS
Source: the Open Molecules 2025 dataset
Level of theory: ωB97M-V/def2-TZVPD

Values from the calculation:
- energy above the lowest of the compared OMol25 structures with the same formula, charge and spin (eV) = 0.7159
- highest occupied orbital energy (eV) = -9.1
- lowest unoccupied orbital energy (eV) = 0.78
- orbital gap (eV) = 9.86
- energy (eV) = -30193.9766

```
18
Properties=species:S:1:pos:R:3:nbo_charge:R:1
C -0.037 -0.447 -0.353 -0.06
H -1.953 1.441 -0.080 0.20
H -3.304 0.370 -0.347 0.20
Cl 3.190 -0.097 -0.619 -0.07
C 0.748 0.596 0.483 -0.35
H 1.338 -2.232 -0.537 0.23
H -1.742 -1.522 -0.435 0.36
C 0.977 -1.484 0.192 -0.43
C -2.265 0.498 -0.562 -0.43
S 1.127 2.306 -0.070 -0.03
H 2.431 -0.451 1.542 0.22
C 1.899 -0.363 0.588 -0.19
H 0.282 0.629 1.481 0.24
H 0.165 2.941 0.694 0.13
H 0.613 -1.981 1.062 0.23
H -2.154 0.610 -1.660 0.18
H 0.127 -0.136 -1.386 0.18
N -1.441 -0.675 0.009 -0.62
```

***

2.
Formula: C5H10CrO3
Source: the Open Molecules 2025 dataset
Level of theory: ωB97M-V/def2-TZVPD

Values from the calculation:
- energy above the lowest of the compared OMol25 structures with the same formula, charge and spin (eV) = 0.2946
- highest occupied orbital energy (alpha / beta) (eV) = -18.1 / -20.0
- charge = +2
- spin multiplicity = 5
- lowest unoccupied orbital energy (alpha / beta) (eV) = -11.54 / -10.58
- orbital gap (alpha / beta) (eV) = 6.60 / 9.39
- energy (eV) = -39889.0934

```
19
Properties=species:S:1:pos:R:3:nbo_charge:R:1
H -0.680 0.163 3.132 0.25
H 2.456 0.491 -0.486 0.26
O -2.919 -0.090 0.693 -0.61
H 1.674 -1.064 -0.058 0.23
C -1.168 0.167 2.157 0.22
C 0.947 0.667 1.024 -0.10
H -3.195 -0.416 2.702 0.24
H 0.244 -0.010 -3.271 0.22
C 1.070 -0.113 -2.561 -0.27
H 1.467 0.324 1.925 0.26
O 0.554 0.184 -1.264 -0.60
C 1.505 0.011 -0.217 -0.11
H -1.851 -1.562 -1.459 0.00
C -2.503 -0.234 1.870 0.31
H 0.971 1.761 0.960 0.24
H 1.869 0.598 -2.810 0.24
H 1.459 -1.141 -2.588 0.23
O -0.439 0.284 1.061 -0.53
Cr -1.460 -0.019 -0.811 1.53
```

***

3.
Formula: C5H10F4N2
Source: the Open Molecules 2025 dataset
Level of theory: ωB97M-V/def2-TZVPD

Values from the calculation:
- highest occupied orbital energy (eV) = -8.3
- lowest unoccupied orbital energy (eV) = 0.94
- orbital gap (eV) = 9.22
- energy (eV) = -19195.1607

```
21
Properties=species:S:1:pos:R:3:nbo_charge:R:1
H -0.474 2.043 -0.845 0.39
N -1.910 -0.140 -1.152 -0.81
H -0.087 1.633 0.727 0.39
H 3.150 -0.634 0.825 0.20
C 0.394 -0.963 -0.021 0.51
F 1.910 0.873 1.282 -0.38
H 2.219 -1.141 -1.450 0.20
H -2.423 -1.036 -1.080 0.39
N -0.834 1.620 -0.001 -0.84
C -1.284 0.312 -0.016 0.43
C 1.718 -0.396 -0.754 0.08
C -2.138 0.019 1.224 -0.65
H 3.488 0.952 -0.223 0.20
H -1.510 0.212 2.044 0.22
F 0.721 -1.578 1.197 -0.38
C 2.698 0.228 0.270 0.00
F 1.265 0.530 -1.726 -0.39
H -1.276 -0.064 -1.830 0.37
F -0.122 -2.030 -0.821 -0.40
H -2.426 -1.016 1.248 0.21
H -3.079 0.577 1.103 0.23
```

***

4.
Formula: C5H10FN
Source: the Open Molecules 2025 dataset
Level of theory: ωB97M-V/def2-TZVPD

Values from the calculation:
- energy above the lowest of the compared OMol25 structures with the same formula, charge and spin (eV) = 1.1458
- highest occupied orbital energy (alpha / beta) (eV) = -4.7 / -10.7
- spin multiplicity = 3
- lowest unoccupied orbital energy (alpha / beta) (eV) = 0.93 / -2.52
- orbital gap (alpha / beta) (eV) = 5.60 / 8.18
- energy (eV) = -9547.9426

```
17
Properties=species:S:1:pos:R:3:nbo_charge:R:1
H 0.492 -0.715 -1.937 0.24
C 0.278 0.492 -0.318 -0.01
N -1.183 -1.838 0.280 -0.53
C 0.756 0.821 1.045 -0.65
H 1.673 -1.077 -0.632 0.20
H -0.212 -2.202 0.160 0.36
H -2.411 0.749 1.103 0.15
H 1.792 0.347 -1.628 0.22
H -3.407 -0.602 0.497 0.19
H -0.160 1.262 -0.902 0.22
C -1.247 -0.627 0.091 0.01
C 1.183 -0.342 -1.243 -0.63
H 1.790 1.480 1.095 0.21
H 1.030 -0.047 1.581 0.22
H 0.127 1.376 1.681 0.23
C -2.522 0.057 0.279 -0.03
F -2.809 0.807 -0.834 -0.39
```

***

5.
Formula: C5H10FN2
Source: the Open Molecules 2025 dataset
Level of theory: ωB97M-V/def2-TZVPD

Values from the calculation:
- energy above the lowest of the compared OMol25 structures with the same formula, charge and spin (eV) = 5.7180
- highest occupied orbital energy (eV) = -13.4
- charge = +1
- lowest unoccupied orbital energy (eV) = -4.08
- orbital gap (eV) = 9.33
- energy (eV) = -11032.8805

```
18
Properties=species:S:1:pos:R:3:nbo_charge:R:1
H 4.079 1.043 1.155 0.58
C -3.157 0.187 0.377 0.04
C 0.705 -1.011 -0.421 0.32
H 2.081 -2.385 -1.233 0.28
H 0.099 2.210 0.500 0.25
C -0.164 1.297 -0.211 -0.50
F 3.559 1.127 0.438 -0.57
H -1.232 1.072 0.066 0.28
H -0.228 1.576 -1.288 0.24
H 2.568 -1.555 0.407 0.25
N 0.835 0.249 -0.252 -0.40
H -0.184 -1.305 -0.778 0.21
H 1.606 -2.706 0.539 0.28
C -4.536 0.416 0.499 0.03
C 1.824 -1.917 -0.170 -0.70
H -5.475 0.444 1.024 0.25
N -4.036 0.541 -0.672 -0.28
H 1.656 0.716 0.018 0.45
```